{
  "formula": "C21H68N10O13",
  "method": "the ωB97M-V functional and the def2-TZVPD basis",
  "e_homo_ev": -8.8,
  "relative_energy_kj_mol": 905.6,
  "total_charge": 0,
  "species": ["C", "C", "O", "H", "H", "H", "H", "H", "H", "C", "C", "O", "H", "H", "H", "H", "H", "H", "C", "C", "O", "H", "H", "H", "H", "H", "H", "C", "C", "O", "H", "H", "H", "H", "H", "H", "C", "C", "O", "H", "H", "H", "H", "H", "H", "C", "C", "O", "H", "H", "H", "H", "H", "H", "C", "C", "O", "H", "H", "H", "H", "H", "H", "C", "C", "O", "H", "H", "H", "H", "H", "H", "C", "O", "N", "N", "H", "H", "H", "H", "C", "O", "N", "N", "H", "H", "H", "H", "C", "O", "N", "N", "H", "H", "H", "H", "C", "O", "N", "N", "H", "H", "H", "H", "C", "O", "N", "N", "H", "H", "H", "H"],
  "xyz": [[-5.099139, 1.465594, -0.618273], [-4.965722, 2.280043, 0.662488], [-3.881179, 3.157103, 0.521155], [-4.106384, 1.210132, -0.850446], [-5.592860, 1.934964, -1.496996], [-5.666167, 0.574814, -0.495513], [-4.674662, 1.703874, 1.598451], [-5.881730, 2.853152, 0.843303], [-3.148948, 2.610618, 0.391439], [-0.046879, -1.958390, -3.291597], [0.079304, -1.671343, -4.723611], [1.164773, -0.846796, -4.926996], [0.680363, -2.662227, -2.888944], [-1.026515, -2.558494, -3.113568], [-0.426062, -1.179690, -2.618411], [-0.859091, -1.125387, -5.136102], [0.281373, -2.578101, -5.284844], [1.354083, -0.852063, -5.864569], [-2.897563, 2.232139, -3.218330], [-1.969338, 1.092503, -2.871090], [-0.637666, 1.507877, -2.851691], [-3.949768, 2.087103, -3.406633], [-2.586645, 2.846574, -4.093881], [-3.040473, 2.843292, -2.326468], [-1.950343, 0.357505, -3.710481], [-2.237299, 0.519025, -1.958119], [-0.472398, 1.975667, -3.668000], [-3.645369, -2.077829, -1.643438], [-3.059697, -2.277482, -0.245807], [-1.643670, -2.462003, -0.328485], [-3.202570, -1.264139, -2.102525], [-4.638193, -1.759969, -1.341241], [-3.746937, -2.921508, -2.404868], [-3.490185, -3.191318, 0.179202], [-3.309836, -1.484389, 0.506033], [-1.241064, -1.720197, 0.154233], [-1.128916, 4.851427, -1.099649], [-0.530959, 3.823594, -0.190877], [0.668270, 4.270455, 0.305299], [-0.554152, 4.881101, -1.946896], [-1.202207, 5.782052, -0.629261], [-2.125658, 4.607952, -1.474026], [-0.389908, 2.891361, -0.796246], [-1.243377, 3.613099, 0.589429], [1.173000, 3.579168, 0.789818], [3.762577, -2.803634, -2.833864], [3.900885, -1.285893, -3.038829], [2.693997, -0.820876, -2.563420], [2.841479, -3.279011, -3.312556], [3.705136, -2.935256, -1.717188], [4.707946, -3.209272, -3.183560], [4.142538, -1.093389, -4.068297], [4.778863, -0.892023, -2.436896], [2.081629, -1.142908, -3.202073], [2.993111, 2.632968, -1.709762], [4.315762, 2.351640, -0.935555], [4.174771, 2.657921, 0.388360], [2.305758, 1.826904, -1.554289], [3.186215, 2.503451, -2.812787], [2.581315, 3.581291, -1.558667], [5.222608, 2.813371, -1.404178], [4.420447, 1.225704, -0.927882], [5.005764, 2.541668, 0.805723], [-1.110003, -1.077447, 4.898586], [-2.623608, -1.054379, 4.740889], [-2.979463, -0.773365, 3.367561], [-0.741702, -0.093548, 4.602488], [-0.601892, -1.786703, 4.235191], [-0.819650, -1.310012, 5.889154], [-2.831752, -0.242268, 5.387625], [-3.151662, -1.929329, 5.021947], [-3.158793, 0.146745, 3.281173], [3.495210, -0.619352, 2.998521], [4.667722, -1.033774, 3.657618], [3.570337, 0.066707, 1.854589], [2.300369, -0.847938, 3.408628], [4.503242, 0.303197, 1.475141], [2.851015, 0.765878, 1.653032], [2.269291, -1.156721, 4.484351], [1.468750, -0.404791, 3.136063], [-0.753387, 0.272832, 0.549752], [-1.874449, 1.126026, 0.524044], [0.206532, 0.221884, -0.233947], [-0.633512, -0.605237, 1.524320], [-0.043231, 0.752150, -1.107161], [1.043800, -0.378430, -0.238365], [-1.322400, -0.493393, 2.247279], [0.257341, -1.303781, 1.694739], [1.658141, 2.308342, 2.679593], [0.894380, 1.491914, 3.521628], [1.727657, 2.188656, 1.375612], [2.399458, 3.264654, 3.193591], [1.154781, 1.564967, 0.942749], [2.522395, 2.487685, 0.842308], [2.249082, 3.334525, 4.221853], [3.032798, 3.997195, 2.832678], [1.625994, -2.589913, 0.399479], [0.971117, -3.446869, -0.375922], [2.302730, -1.553262, 0.038682], [1.402513, -2.506130, 1.678109], [2.518561, -1.490768, -0.950379], [2.820845, -0.925429, 0.730919], [0.890803, -3.360277, 1.988187], [1.966357, -1.913114, 2.351148], [-0.861565, -4.208723, 2.782944], [-0.991143, -4.391822, 4.132738], [0.009856, -4.831849, 1.996157], [-1.530761, -3.319670, 2.234740], [0.649448, -5.522689, 2.494719], [0.152437, -4.841640, 0.976528], [-2.077722, -2.748094, 2.801202], [-1.428705, -3.166160, 1.200268]],
  "atomic_forces_ev_per_a": [[-1.1, 0.4, 0.1], [0.0, -0.2, 0.7], [-1.8, 2.5, 0.0], [1.2, -0.7, -0.7], [0.5, 0.4, 0.8], [-0.4, -1.0, 0.4], [-1.1, -0.2, -1.2], [0.3, 0.0, 0.2], [2.3, -1.4, -0.2], [-3.7, -2.1, 1.7], [-2.2, 0.6, -1.1], [1.7, 1.3, -0.3], [0.3, 0.5, 0.3], [1.4, 0.3, -0.8], [1.3, 0.5, -0.2], [1.1, -1.1, 0.6], [-0.6, -0.5, -0.1], [0.3, 0.2, -0.2], [-0.5, 1.3, 0.5], [-1.1, -1.7, -2.1], [1.1, 0.5, 1.3], [-0.3, -1.3, -0.4], [0.3, -0.4, 0.7], [0.7, 0.5, 0.0], [-0.8, 0.0, 0.5], [0.3, 0.9, -0.3], [0.2, 0.2, -0.2], [-1.6, -1.3, 1.1], [0.2, -0.9, -0.2], [-0.2, 0.2, -0.1], [1.0, 1.6, -1.1], [-0.7, 0.1, -0.7], [0.5, 0.7, 1.5], [0.1, -0.1, 0.0], [0.1, -0.2, -1.0], [-0.1, -0.3, -0.2], [-1.4, -1.1, 0.5], [-1.2, -1.6, -0.9], [2.0, 1.3, 0.6], [1.7, 0.6, -2.2], [0.1, 1.6, 0.7], [0.0, -0.3, 0.5], [-0.2, 0.5, 0.5], [-0.2, -0.3, 0.6], [-1.4, 0.9, -0.8], [0.6, -0.1, 0.7], [1.4, -2.0, 1.0], [0.1, 2.4, 0.7], [1.4, 0.8, 0.5], [0.0, -0.4, -1.2], [-0.1, -0.9, -0.1], [-0.3, 0.6, -0.7], [-1.1, -0.3, -0.4], [-1.4, 0.1, -0.8], [2.3, -1.6, -1.6], [-0.4, -2.0, -2.8], [-0.8, 1.6, 1.6], [-0.7, -0.3, 0.6], [0.1, 0.3, 1.0], [-0.7, 1.5, 0.5], [-0.8, -0.2, 0.4], [0.4, 0.8, -0.8], [1.1, 0.0, 0.9], [0.2, -0.3, -1.8], [1.5, 0.6, -0.9], [0.2, -1.1, 0.5], [0.1, 0.2, 0.3], [-0.3, -0.2, 0.2], [0.3, -0.2, 1.1], [-1.3, 0.9, 0.6], [-0.2, -0.9, 0.4], [-0.3, 1.2, -0.2], [9.2, -0.9, 3.4], [-6.5, 1.9, -3.6], [1.5, 1.4, -1.8], [-1.0, -2.5, 7.1], [-0.9, -0.5, 0.8], [0.5, -0.4, 0.2], [0.1, 0.7, -3.3], [-1.1, 1.7, -0.5], [-7.9, 3.0, 4.6], [5.0, -4.0, -0.5], [3.2, 3.0, -7.7], [1.0, -1.9, 2.5], [1.1, -0.6, 0.6], [-0.8, -0.2, 0.2], [-0.2, -0.3, 0.4], [-2.6, 1.7, -0.7], [-3.4, -3.1, 4.9], [3.5, 4.0, -4.5], [0.9, 0.1, -0.1], [0.9, 1.7, 3.6], [-2.2, -2.1, -1.5], [0.7, 0.4, 0.1], [0.3, -0.1, -1.3], [-1.0, -1.1, -0.5], [-3.8, -3.7, -2.9], [3.1, 2.8, 2.4], [3.1, 2.8, -2.6], [-1.2, -2.1, 3.8], [0.2, 0.4, -0.2], [-0.6, -1.5, -1.3], [0.8, 0.9, 0.5], [-0.8, -1.9, -1.1], [0.6, -3.4, 8.4], [1.3, 0.1, -5.5], [3.5, -4.2, 0.7], [-2.3, 3.1, -4.5], [-1.6, 1.3, -0.9], [-0.7, 0.7, 0.5], [-1.2, 1.0, 0.7], [-0.5, 0.1, 1.1]]
}

***

{
  "formula": "C21H69N21O12",
  "method": "the ωB97M-V functional and the def2-TZVPD basis",
  "e_homo_ev": [-10.5, -10.5],
  "relative_energy_kj_mol": 0.0,
  "spin_multiplicity": 2,
  "total_charge": 1,
  "species": ["C", "C", "C", "O", "C", "N", "H", "H", "H", "H", "H", "H", "H", "H", "H", "H", "H", "C", "C", "C", "O", "C", "N", "H", "H", "H", "H", "H", "H", "H", "H", "H", "H", "H", "C", "C", "C", "O", "C", "N", "H", "H", "H", "H", "H", "H", "H", "H", "H", "H", "H", "C", "O", "N", "N", "H", "H", "H", "H", "C", "O", "N", "N", "H", "H", "H", "H", "C", "O", "N", "N", "H", "H", "H", "H", "C", "O", "N", "N", "H", "H", "H", "H", "C", "O", "N", "N", "H", "H", "H", "H", "C", "O", "N", "N", "H", "H", "H", "H", "C", "O", "N", "N", "H", "H", "H", "H", "C", "O", "N", "N", "H", "H", "H", "H", "C", "O", "N", "N", "H", "H", "H", "H"],
  "xyz": [[0.848969, 0.044398, 3.196761], [0.406659, -0.358912, 1.836491], [-0.412211, 0.738098, 1.119551], [-0.805081, 0.436438, -0.240009], [-1.746381, -0.542802, -0.403919], [1.459909, -0.722292, 1.033891], [1.202839, -0.782442, 3.812571], [-0.017311, 0.518988, 3.657651], [1.637139, 0.796608, 3.229191], [-0.214701, -1.243672, 1.975051], [0.118309, 1.670418, 1.313001], [-1.402711, 0.796238, 1.570821], [-2.743961, -0.232282, -0.093249], [-1.381471, -1.501372, -0.035039], [-1.800371, -0.714662, -1.478929], [1.958339, 0.111188, 0.756431], [0.970269, -0.913232, 0.171391], [6.312999, 0.969928, -1.965079], [5.053459, 0.427428, -2.553779], [5.188979, -0.151882, -3.935979], [5.629819, 0.802288, -4.924269], [6.015969, 0.256358, -6.180799], [4.492969, -0.534352, -1.693899], [7.088699, 0.204478, -1.943259], [6.172189, 1.399598, -0.973289], [6.686089, 1.769308, -2.605309], [4.353159, 1.253708, -2.675979], [4.207279, -0.540352, -4.206979], [5.999789, -0.871012, -3.819569], [6.449499, -0.741572, -6.115249], [6.756679, 1.007628, -6.454709], [5.199459, 0.365798, -6.894549], [5.137029, -0.903512, -1.009059], [3.627129, -0.181182, -1.312189], [-5.457981, 0.677108, -1.612149], [-6.795261, 0.593228, -1.034399], [-7.696071, -0.453712, -1.769279], [-7.540461, -0.440712, -3.181039], [-7.905731, 0.736758, -3.933579], [-6.753051, 0.331248, 0.376771], [-5.328411, 1.185408, -2.567629], [-4.990451, -0.301842, -1.717839], [-4.736511, 1.093288, -0.909029], [-7.306621, 1.540618, -1.204889], [-8.751101, -0.314922, -1.533169], [-7.486421, -1.427642, -1.327009], [-7.939531, 0.675178, -5.021319], [-7.110251, 1.435498, -3.674609], [-8.894781, 1.054698, -3.603759], [-7.738571, 0.230718, 0.573611], [-6.412181, 1.118908, 0.909221], [-2.175991, -1.452652, 6.413171], [-2.624911, -0.873292, 7.344621], [-1.032941, -1.090312, 5.779141], [-2.721151, -2.529272, 5.896441], [-0.554091, -1.630862, 5.073011], [-0.617761, -0.189352, 5.968861], [-3.621671, -2.715332, 6.314211], [-2.648951, -2.739222, 4.911151], [-1.434471, -3.441062, 2.636871], [-1.988971, -2.462962, 3.133971], [-0.272381, -3.949392, 2.908881], [-1.974311, -3.987312, 1.586011], [-0.009021, -4.811312, 2.452971], [0.244489, -3.631582, 3.716311], [-2.872441, -3.676892, 1.243811], [-1.552831, -4.805192, 1.169441], [0.836289, 4.600428, 2.630601], [-0.357691, 4.492328, 2.564601], [1.440319, 5.576618, 2.083641], [1.652339, 3.751058, 3.075501], [2.357729, 5.785658, 2.450721], [1.038309, 6.369548, 1.604311], [2.619439, 3.907548, 3.321091], [1.175509, 2.928718, 3.416821], [4.173349, 2.155548, 1.329111], [3.362919, 1.278718, 1.118331], [4.363279, 3.102168, 0.498481], [4.731249, 2.171948, 2.456091], [4.663799, 4.032688, 0.751321], [3.959219, 2.878298, -0.399689], [4.396149, 1.414118, 3.033601], [5.345429, 2.923618, 2.735141], [1.509189, -1.796152, -3.135619], [1.504509, -0.611422, -3.383629], [2.600969, -2.482802, -2.971139], [0.536479, -2.576342, -3.065149], [3.442089, -1.924792, -2.935889], [2.499379, -3.258942, -2.332869], [-0.447571, -2.351482, -3.099799], [0.783869, -3.531902, -2.851149], [1.844609, 2.840338, -1.551599], [2.865449, 3.388478, -1.844989], [1.595959, 1.657028, -1.906109], [0.923849, 3.285568, -0.763929], [0.659209, 1.333668, -1.711079], [2.079339, 1.180858, -2.654239], [1.000199, 4.152578, -0.251529], [0.232619, 2.609858, -0.471139], [-4.362791, 0.289598, 2.807291], [-5.146541, 1.179268, 2.689171], [-4.409271, -0.827972, 2.062131], [-3.420651, 0.149558, 3.685761], [-5.278871, -0.820272, 1.548481], [-3.510641, -1.263302, 1.910251], [-3.483191, 0.739438, 4.503211], [-2.935921, -0.735642, 3.646351], [5.344199, -1.656322, 1.792761], [5.679299, -1.682062, 0.657591], [6.019789, -2.042922, 2.866701], [4.171659, -1.253322, 2.220001], [6.971019, -2.371122, 2.779791], [5.536419, -2.108602, 3.751081], [3.995729, -1.024442, 3.187871], [3.507609, -0.857222, 1.570191], [-3.040821, -1.834222, -4.309929], [-2.697871, -2.635282, -3.504919], [-2.328021, -1.133122, -5.091939], [-4.284961, -1.374072, -4.402259], [-2.869151, -0.772642, -5.864819], [-1.323731, -1.224552, -5.035959], [-4.766251, -1.733252, -3.590189], [-4.503451, -0.672252, -5.094939]],
  "atomic_forces_ev_per_a": [[-0.4, 1.1, 1.0], [-2.1, 0.3, 0.7], [-2.2, -1.1, 1.3], [3.0, 2.1, 0.2], [-0.5, -1.0, -1.1], [2.0, -1.2, -2.8], [-0.2, -0.2, -0.1], [-0.1, -0.1, 0.5], [0.2, 0.1, -0.5], [-0.3, 0.0, 0.0], [-0.1, 0.3, -1.0], [0.1, 0.5, 0.9], [0.0, -0.3, 0.5], [-0.4, -0.2, 0.7], [-0.2, 0.1, -0.2], [0.4, 0.4, 0.3], [0.3, -0.7, -0.8], [1.3, 0.1, 0.1], [-0.7, 1.9, -0.5], [1.2, 0.2, -2.3], [-0.9, -0.6, 2.3], [0.2, 1.3, 0.2], [0.0, 1.8, 0.5], [0.1, -0.1, 0.2], [-0.1, -0.2, 0.0], [-0.2, 0.0, -0.2], [-0.5, 0.1, 0.1], [0.1, -0.4, -0.2], [-0.3, -0.8, -0.4], [-0.1, 0.0, 0.0], [0.3, -0.5, -0.6], [-0.1, -0.6, 0.0], [0.3, -1.4, 1.0], [-1.0, -0.6, 0.4], [2.7, -0.6, -0.3], [-1.8, 0.5, -1.1], [0.1, 1.1, 0.2], [0.3, -1.2, -1.1], [0.4, 0.1, 2.0], [-0.8, -1.0, -0.1], [-0.3, 0.0, 0.1], [-0.3, -0.5, -0.3], [-0.2, 0.7, 0.2], [0.0, 0.5, -0.2], [-0.3, 0.5, 0.2], [0.5, -0.4, -0.7], [0.2, -1.1, 0.1], [-0.5, 0.8, -0.2], [0.0, 0.4, 0.1], [-0.2, -0.1, 1.0], [0.2, 0.1, 0.2], [1.6, 0.4, -1.0], [-0.9, 1.7, 2.4], [2.0, 1.1, -0.7], [-2.1, -2.9, -0.8], [-0.7, 0.0, 0.2], [-0.3, -0.3, 0.3], [0.1, -0.2, -0.1], [0.2, 0.2, 0.1], [-1.8, 2.0, -0.5], [0.5, 0.6, 1.1], [3.2, -1.0, 1.8], [-1.7, -2.0, -3.1], [0.3, 0.3, 0.4], [-0.1, -0.3, -0.2], [0.2, -0.1, 0.2], [-0.4, 0.2, -0.1], [-4.2, 1.4, -1.3], [-2.5, -1.1, 0.2], [4.1, 6.3, -2.7], [3.1, -6.1, 3.5], [0.0, 0.1, -0.4], [-0.6, -0.4, 0.5], [-0.4, -0.1, -0.2], [0.6, -0.1, 0.4], [-2.5, -0.6, -1.1], [-1.6, -2.7, -1.6], [1.2, 2.8, -3.1], [2.9, 0.3, 5.6], [0.1, -0.3, -0.4], [-0.3, 1.2, -0.5], [0.6, 0.5, 0.5], [0.0, -0.6, 0.4], [1.2, 3.4, -0.8], [-0.1, 2.1, -0.5], [4.9, -1.6, 1.0], [-6.1, -4.2, 0.7], [0.0, -0.6, 0.1], [0.9, 0.1, -0.1], [-0.1, 0.1, -0.1], [-0.9, 0.1, -0.3], [1.0, 1.7, 0.7], [3.6, 2.4, -1.0], [-1.4, -6.6, -2.3], [-3.0, 2.3, 2.9], [0.2, -0.7, -0.3], [-0.3, 0.3, 0.0], [0.1, -0.2, -0.2], [-0.2, 0.7, 0.2], [-0.7, -1.5, -0.9], [-1.7, 2.5, 0.2], [-0.7, -0.7, -1.3], [2.8, 1.0, 2.9], [0.5, -0.7, -1.2], [-0.8, -0.6, -0.5], [0.6, -0.2, 0.0], [0.1, 0.4, 0.9], [-1.2, 0.1, 3.3], [1.6, 0.0, -4.3], [3.0, -1.2, 1.3], [-3.4, 1.4, -0.1], [-0.3, 0.0, 0.2], [0.5, -0.2, -0.3], [0.1, -0.2, -0.3], [-0.1, -0.1, 0.2], [-2.8, 1.0, 0.8], [1.8, -2.7, 2.7], [4.5, 2.1, -3.6], [-2.1, -1.3, 0.9], [1.4, 0.4, -0.2], [-0.2, 0.1, -0.9], [-1.5, 0.7, -0.7], [-0.9, -0.2, 1.0]]
}